No. 1
Molecular formula: C9H11O3
Method: DFT, ωB97M-V with the def2-TZVPD basis set

The geometry in XYZ format:
```
23
Properties=species:S:1:pos:R:3:forces:R:3
C -1.457851 -3.228466 -0.151433 -0.38 -0.06 0.49
C -0.750263 0.951917 0.423346 -0.84 0.63 -1.88
C -1.692417 0.321806 1.221030 0.48 -1.06 0.77
C -0.495054 0.343876 -0.834254 -0.25 0.11 -0.24
C -2.003017 -1.036753 1.009940 1.16 0.24 0.53
C -0.846966 -0.970897 -1.074493 1.31 0.12 1.57
C -1.381751 -1.729646 -0.008159 -0.80 -0.28 -1.84
O -0.335436 2.177842 0.685733 -0.23 0.87 1.61
H 0.402863 2.631686 0.080309 -0.51 -1.44 -0.95
H -1.951024 0.747079 2.176053 -0.32 0.41 0.04
H -0.053157 0.955681 -1.612071 0.25 -0.11 0.19
H -2.526995 -1.588558 1.785563 -0.12 0.09 -0.05
H -0.398589 -1.452308 -1.934125 -0.40 -0.15 -0.25
H -2.351649 -3.552037 -0.687513 0.05 -0.06 -0.21
H -1.524626 -3.663691 0.833795 -0.18 -0.25 0.49
H -0.578122 -3.704345 -0.581818 0.06 0.32 -0.35
C 2.685763 1.433478 0.309037 0.07 -1.13 -0.55
C 2.449777 2.371555 -0.861883 0.43 2.02 0.10
O 1.235290 2.743994 -1.088018 0.72 -0.19 0.28
O 3.434929 2.856039 -1.437182 -0.07 -0.68 -0.17
H 2.007686 1.627482 1.109640 -0.30 0.36 0.72
H 3.715673 1.334630 0.645804 0.05 0.53 -0.10
H 2.414937 0.429639 -0.009301 -0.17 -0.31 -0.20
```
Forces are in eV/Å.

Calculated values
total charge: -1

Atomic partial charges in e from the Löwdin method, atoms 1 to 4: -0.08, -0.36, -0.03, -0.02

=====

No. 2
Molecular formula: CH4N2O2
Method: DFT, ωB97M-V with the def2-TZVPD basis set

The geometry in XYZ format:
```
9
Properties=species:S:1:pos:R:3:forces:R:3
C 0.125925 0.055774 -0.496555 0.26 2.53 5.33
H -1.992797 -0.861565 0.919866 1.23 -0.03 1.41
H -1.332747 1.388993 0.251029 0.90 -2.35 -1.63
H 0.378189 -0.655613 -1.143022 0.47 -2.80 -3.09
H 2.866371 0.019254 0.611074 -1.68 -1.92 -3.42
N -1.174340 0.513350 -0.396661 -2.16 1.85 2.48
N 1.041021 0.387514 0.373451 -0.25 -1.67 -3.35
O -2.157073 -0.480008 0.075421 0.02 1.07 -2.83
O 2.245447 -0.367698 -0.194604 1.21 3.33 5.09
```
Forces are in eV/Å.

Calculated values
SMILES string: O/N=C/NO

Atomic partial charges in e from the Löwdin method, atoms 1 to 4: -0.23, 0.06, 0.17, 0.08

=====

No. 3
Molecular formula: C3H7NO
Method: DFT, ωB97M-V with the def2-TZVPD basis set

The geometry in XYZ format:
```
12
Properties=species:S:1:pos:R:3:forces:R:3
C -0.005818 0.618298 -0.882880 -1.43 1.19 -2.20
C 0.152272 0.258078 0.552678 1.30 1.60 -0.20
C -0.271703 -1.085806 0.935148 0.16 0.29 0.83
H 1.743950 0.470226 -1.971059 -1.34 -0.39 0.68
H -0.962163 0.289817 -1.325310 -0.04 -0.23 0.91
H -0.088433 1.705996 -1.100749 0.60 -0.31 0.51
H 1.022528 0.811409 1.027259 -0.67 -1.31 -0.51
H 0.453580 -1.493111 1.615736 -0.29 -0.84 0.30
H -0.807166 -1.740579 0.212965 0.52 0.65 0.75
H -0.816383 0.394853 2.310652 0.94 0.70 3.35
N -0.996922 0.132667 1.420289 -1.27 -1.64 -4.47
O 0.898005 -0.013837 -1.792649 1.50 0.29 0.04
```
Forces are in eV/Å.

Calculated values
SMILES string: OC[C@@H]1CN1

Atomic partial charges in e from the Löwdin method, atoms 1 to 4: -0.26, -0.36, -0.11, 0.10

=====

No. 4
Molecular formula: C3H5O3Zn
Method: DFT, ωB97M-V with the def2-TZVPD basis set

The geometry in XYZ format:
```
12
Properties=species:S:1:pos:R:3:forces:R:3
H 3.221988 1.460379 -1.154054 -0.07 -0.23 -0.07
O 1.647926 0.202122 -1.324685 0.37 -0.62 -0.63
C 2.815283 0.499119 -1.510290 0.65 0.42 -0.14
H 3.474360 -0.188839 -2.065471 -0.23 0.06 0.28
O -1.100664 1.782183 0.354594 0.44 0.72 0.03
Zn 0.036438 0.919462 -0.798594 -0.25 0.69 0.73
O -1.751001 0.525731 -0.078914 -0.67 -0.66 -0.82
C -2.030629 -0.263839 1.002109 -0.17 -0.85 0.95
C -1.337515 -1.370688 1.248807 -0.26 0.55 0.13
H -2.887795 0.082775 1.584061 0.28 -0.09 -0.20
H -1.642017 -2.020061 2.067923 0.18 0.13 -0.26
H -0.446374 -1.628339 0.674516 -0.28 -0.11 0.01
```
Forces are in eV/Å.

Calculated values
total charge: +1

Atomic partial charges in e from the Löwdin method, atoms 1 to 4: 0.13, -0.06, 0.09, 0.14

=====

What energy above the lowest of the compared OMol25 structures with the same formula, charge and spin values result from the calculations? In sequence: 17.0, 104.4, 62.9, 107.8 kcal/mol.
What highest occupied orbital energy values result from the calculations? In sequence: -4.532, -9.736, -9.563, -13.793 eV.